1.
{"formula": "H5O2PSSi", "method": "ωB97M-V/def2-TZVPD", "species": ["S", "P", "Si", "O", "O", "H", "H", "H", "H", "H"], "xyz": [[2.3398, -0.7710, 0.6060], [2.0012, -0.8270, -1.2985], [-0.9934, 1.4437, 0.8221], [1.4795, -2.2948, -1.6559], [-1.2058, 0.1512, -0.1203], [-2.0752, -0.3393, -0.2008], [1.4845, -2.8820, -0.8325], [-0.6840, 1.0550, 2.0852], [-0.0594, 2.3732, -0.0411], [-2.2873, 2.0910, 0.6359]], "forces_ev_per_a": [[-0.05, 0.08, -0.78], [0.14, 0.42, 1.02], [-0.39, 2.24, -3.87], [-0.04, -1.38, 1.20], [-1.39, -2.79, -1.21], [1.79, 1.17, 0.31], [-0.10, 0.93, -1.39], [0.89, -0.37, 2.67], [-0.38, -0.88, 1.31], [-0.45, 0.59, 0.73]], "mulliken_charge": [-0.3443, 0.3836, 0.4466, -0.3932, -0.4074, 0.3208, 0.3381, -0.1123, -0.0781, -0.1538], "e_tot_ev": -32178.35139, "de_lowest_kj_mol": 54.14, "smiles": "O[SiH3].OP=S", "orbital_gap_ev": 8.80, "lumo_energy_ev": -0.658}



2.
{"formula": "CH5OPS", "method": "ωB97M-V/def2-TZVPD", "species": ["S", "P", "O", "C", "H", "H", "H", "H", "H"], "xyz": [[-1.1425, 0.9514, 1.6278], [-1.0742, 0.9216, -0.5667], [-0.4890, -0.5351, -0.8007], [-0.2572, -1.6671, -0.2824], [2.5479, 1.2531, -1.1763], [2.2511, 1.0787, -0.3862], [-1.5257, 2.2519, 1.5848], [-0.3820, -2.6434, -0.7121], [0.0716, -1.6111, 0.7119]], "forces_ev_per_a": [[0.00, 0.32, -0.79], [-0.18, 0.96, 1.01], [-0.95, 0.86, -2.62], [0.78, -1.77, 1.87], [-1.04, -0.63, 2.80], [1.05, 0.62, -2.79], [0.12, -0.37, 0.04], [-0.07, 0.28, -1.00], [0.29, -0.26, 1.49]], "mulliken_charge": [-0.3338, 0.1476, -0.1481, -0.3289, 0.1270, -0.1258, 0.1511, 0.2834, 0.2275], "e_tot_ev": -23285.87516, "de_lowest_kj_mol": 420.93, "orbital_gap_ev": [7.38, 7.80], "lumo_energy_ev": [-0.366, 0.377]}



3.
{"formula": "C31H35AsBrN10RbSSb", "method": "ωB97M-V/def2-TZVPD", "species": ["Sb", "Rb", "Br", "As", "S", "N", "N", "N", "N", "N", "N", "N", "N", "N", "N", "C", "C", "C", "C", "C", "C", "C", "C", "C", "C", "C", "C", "C", "C", "C", "C", "C", "C", "C", "C", "C", "C", "C", "C", "C", "C", "C", "C", "C", "C", "C", "H", "H", "H", "H", "H", "H", "H", "H", "H", "H", "H", "H", "H", "H", "H", "H", "H", "H", "H", "H", "H", "H", "H", "H", "H", "H", "H", "H", "H", "H", "H", "H", "H", "H", "H"], "xyz": [[-0.1324, 0.5081, 1.4677], [0.8464, 0.3733, -1.8230], [-5.6387, -2.9251, -2.7711], [0.5017, -2.5615, -4.2186], [0.3770, -2.6300, -2.0977], [1.9209, 0.0900, -4.3182], [-0.6594, 2.9461, -0.9593], [-0.1272, 2.9047, -2.1986], [1.4240, 1.3389, -4.2669], [0.2395, 3.3540, -0.1047], [-2.4479, -0.4108, -2.2231], [3.3308, 1.2298, -3.1472], [3.0554, 0.0258, -3.6669], [1.4059, 3.5739, -0.7494], [2.1113, 3.3116, -3.0481], [-0.5960, -1.2810, -5.1231], [2.8360, 1.4339, 1.7223], [1.1911, -1.9826, 3.0981], [2.3128, 1.9981, -3.5428], [-2.1815, 3.1131, 2.0441], [-3.0308, 0.7784, -2.0041], [2.4314, 3.2088, 3.8528], [-0.0550, -3.8131, 1.3501], [-1.4927, 0.8966, 3.1119], [3.6967, 3.0672, 3.2978], [1.9054, -1.0716, 4.0726], [-3.1605, 2.2725, 4.1994], [-0.3353, -4.1777, -4.8712], [-3.2375, -1.4669, -2.4374], [1.5580, 1.5674, 2.2933], [-4.4104, 0.9399, -1.9938], [-2.5412, 0.1799, 5.1934], [-0.2356, -2.4406, 1.1992], [0.7512, -4.2720, 2.3777], [-1.6527, -0.0381, 4.1416], [-3.2963, 1.3435, 5.2242], [3.0994, 0.4994, 0.5606], [3.8885, 2.1832, 2.2421], [1.3716, 2.4608, 3.3494], [1.1239, 3.3046, -2.0159], [0.3736, -1.5087, 2.0496], [-5.2249, -0.1548, -2.2233], [-4.6156, -1.3728, -2.4502], [1.3582, -3.3612, 3.2388], [-2.2761, 2.0707, 3.1365], [2.2592, -2.8754, -4.8992], [-4.8311, 1.9203, -1.8044], [2.2365, -1.6405, 4.9428], [1.2751, -0.2522, 4.4177], [-2.7415, -2.4215, -2.5909], [-3.9915, 1.5290, 6.0367], [2.9455, -2.1081, -4.5597], [2.7588, 0.9508, -0.3720], [-2.6397, -0.5620, 5.9771], [-2.8312, 3.9630, 2.2634], [4.5303, 3.6457, 3.6814], [0.9142, -5.3353, 2.5138], [-0.5256, -4.5005, 0.6557], [-1.0878, -0.9629, 4.1253], [2.7833, -0.6018, 3.6224], [-0.4431, -0.2756, -4.7549], [0.3918, 2.5770, 3.8019], [-0.3461, -1.3199, -6.1838], [-3.7549, 3.1818, 4.2151], [0.1928, -5.0223, -4.4432], [2.2193, -2.9186, -5.9891], [4.1618, 0.3090, 0.4310], [2.2641, 3.8972, 4.6737], [-6.3036, -0.0706, -2.2236], [-0.8543, -2.0954, 0.3753], [-1.3702, -4.1943, -4.5419], [-1.6142, -1.6166, -4.9523], [2.9756, 3.6401, -2.6401], [-0.2893, -4.2161, -5.9620], [2.5974, -0.4632, 0.7029], [-2.3843, 1.6310, -1.8182], [4.8737, 2.0721, 1.7995], [-1.1646, 3.4920, 1.9068], [1.9868, -3.7287, 4.0438], [-2.4690, 2.7131, 1.0667], [2.5123, -3.8464, -4.4863]], "forces_ev_per_a": [[-0.05, 0.12, 0.69], [-0.98, -0.74, 1.05], [-0.14, -0.14, -0.03], [-0.26, -0.50, 0.73], [0.04, -0.54, -0.67], [0.43, 0.12, -0.43], [0.26, 0.26, -0.17], [-0.44, 0.53, 0.18], [0.25, -0.20, -0.63], [0.21, 0.01, -0.38], [-0.31, 0.31, 0.06], [0.07, -0.17, -0.15], [0.00, 0.37, -0.21], [-0.27, 0.01, 0.30], [-0.34, -0.21, 0.11], [0.15, 0.12, -0.16], [-0.15, -0.08, 0.04], [-0.04, 0.03, -0.10], [0.27, 0.46, -0.01], [0.01, -0.08, 0.09], [0.04, -0.35, -0.06], [0.03, -0.09, -0.11], [0.02, 0.13, 0.04], [-0.21, 0.02, 0.23], [-0.10, -0.06, -0.03], [-0.05, -0.04, -0.07], [0.08, -0.05, -0.06], [-0.09, -0.01, -0.11], [0.48, 0.21, 0.07], [0.10, 0.14, 0.06], [-0.01, 0.09, 0.03], [0.04, 0.06, -0.14], [0.14, -0.05, 0.13], [0.02, 0.11, 0.06], [-0.08, 0.19, -0.09], [0.09, -0.01, -0.09], [-0.18, 0.17, 0.24], [-0.03, 0.03, 0.06], [0.16, -0.06, -0.11], [0.24, 0.18, -0.37], [-0.03, -0.30, 0.09], [-0.10, 0.08, 0.01], [0.06, 0.06, 0.02], [-0.05, 0.02, -0.09], [0.10, -0.03, -0.10], [0.05, 0.27, -0.18], [0.00, -0.07, -0.02], [0.00, 0.00, -0.01], [-0.08, -0.04, -0.03], [0.04, 0.06, 0.02], [0.05, -0.02, -0.05], [0.05, 0.00, 0.02], [0.25, 0.12, 0.17], [0.00, 0.01, -0.01], [0.02, -0.05, 0.01], [-0.04, -0.04, -0.03], [0.00, 0.04, 0.01], [0.03, 0.05, 0.05], [0.03, 0.03, -0.03], [-0.03, -0.06, -0.04], [0.00, 0.10, 0.05], [0.02, -0.04, -0.05], [-0.06, 0.02, 0.00], [0.04, -0.06, 0.00], [0.02, -0.15, 0.03], [0.05, 0.01, 0.06], [0.07, -0.02, 0.04], [0.01, -0.02, -0.03], [0.01, 0.01, 0.00], [0.00, 0.03, 0.05], [-0.09, -0.05, 0.01], [-0.16, 0.04, -0.06], [0.09, 0.03, 0.03], [-0.01, -0.02, 0.04], [0.03, 0.00, -0.05], [0.11, -0.11, -0.02], [-0.04, 0.03, 0.04], [-0.02, -0.07, 0.05], [-0.01, 0.00, -0.01], [0.02, -0.05, 0.07], [0.17, -0.13, -0.01]], "mulliken_charge": [0.6255, 0.7595, -0.2338, 0.6606, -0.4109, 0.1303, 0.2736, -0.6940, -0.6150, -0.0023, 0.2790, -0.3636, -0.3036, -0.7142, -0.2809, -0.9259, 1.1170, 1.1314, 0.2484, -1.1313, -0.0129, -0.8423, -0.7911, 0.3739, -0.7023, -1.2559, -0.6413, -1.1912, -0.2190, 0.5885, -0.7744, -0.9599, -1.5990, -0.6586, -0.4981, -0.6067, -1.3068, -0.7384, -0.5510, 0.3703, 0.4267, -0.1702, -0.3113, -0.5962, 0.8298, -1.0492, 0.4671, 0.4596, 0.1768, 0.5092, 0.3531, 0.3490, -0.1665, 0.4287, 0.4066, 0.3507, 0.3598, 0.4576, 0.3594, 0.1975, 0.2534, 0.3419, 0.4216, 0.3595, 0.3643, 0.3627, 0.4949, 0.4074, 0.4330, 0.8616, 0.3260, 0.3178, 0.3463, 0.3906, 0.2088, 0.2243, 0.3965, 0.2740, 0.3695, 0.1129, 0.3611], "charge": -1, "e_tot_ev": -196526.05216, "de_lowest_kj_mol": 68.01, "orbital_gap_ev": 7.60, "lumo_energy_ev": 2.042}